Record 1
Below is CHClFNO2 in the gas phase, with properties calculated with ωB97M-V/def2-TZVPD.

Values from the calculation:
- E (eV) = -21874.5268
- relative energy (zero: lowest compared OMol25 entry of this formula, charge and spin) (eV) = 0.2914
- E_HOMO (eV) = -11.90
- SMILES = O=[N+]([O-])[C@@H](F)Cl

Each line ends with the Mulliken charge.
Positions of all 7 atoms, in Å:
C  -0.115  -0.461  -0.418  0.082
N  0.268  0.555  0.634  0.889
O  -0.149  0.444  1.762  -0.481
O  0.930  1.463  0.196  -0.521
F  0.249  -1.714  0.026  -0.186
Cl  -1.831  -0.130  -0.919  -0.104
H  0.648  -0.157  -1.282  0.319

---

Record 2
Below is a molecular structure, C18H29Cl2F5GeMoN3OS, with properties calculated with ωB97M-V/def2-TZVPD.

Values from the calculation:
- 2S+1 = 3
- charge = -1
- E (eV) = -133487.2754
- relative energy (zero: lowest compared OMol25 entry of this formula, charge and spin) (eV) = 2.9494
- ⟨S²⟩ = 2.0256
- E_HOMO (spin up / spin down) (eV) = -4.80 / -4.80

Each line ends with the Löwdin spin population.
Positions of all 61 atoms, in Å:
Mo  -2.244  1.658  4.289  1.880
C  0.722  1.312  -3.519  0.000
C  1.700  0.595  -4.436  0.000
N  1.541  -0.862  -4.496  0.000
C  1.491  -1.586  -3.253  0.000
C  0.202  -1.568  -2.553  0.000
N  -0.848  -2.087  -3.329  0.000
C  -1.305  -1.123  -4.263  0.000
C  -1.735  0.357  -3.782  0.000
N  -0.661  1.364  -4.044  0.000
H  0.941  2.434  -3.515  0.000
H  0.971  0.902  -2.542  0.000
H  2.677  0.885  -3.975  0.000
H  1.811  0.913  -5.481  0.000
H  1.936  -1.409  -5.384  0.000
H  2.208  -1.384  -2.422  0.000
H  1.632  -2.641  -3.412  0.000
H  -0.028  -0.621  -2.134  0.000
H  0.330  -2.221  -1.760  0.000
H  -1.623  -2.326  -2.731  0.000
H  -2.206  -1.600  -4.680  0.000
H  -0.674  -0.951  -5.100  0.000
H  -2.011  0.292  -2.776  0.000
H  -2.504  0.723  -4.396  0.000
H  -1.128  2.188  -3.646  0.000
Cl  -2.311  1.941  1.712  0.049
C  -1.992  3.680  1.543  0.019
C  -2.691  4.425  0.596  0.002
C  -2.597  5.802  0.483  0.003
C  -1.713  6.441  1.360  0.002
C  -0.959  5.656  2.191  0.003
Cl  0.010  6.608  3.357  0.000
C  -1.174  4.284  2.482  0.022
S  -0.737  3.606  4.131  0.022
H  -3.433  3.859  0.019  0.000
H  -3.303  6.331  -0.208  0.000
H  -1.592  7.551  1.487  0.000
C  1.533  -0.396  3.255  0.001
Ge  0.002  -1.396  2.976  0.003
C  -0.952  -1.539  0.993  0.001
C  -0.068  -3.086  3.874  0.000
C  -1.385  -0.390  4.215  0.015
H  1.050  0.655  3.220  0.000
H  2.292  -0.589  2.465  0.000
H  1.883  -0.518  4.298  0.000
H  -1.153  -2.570  0.670  0.000
H  -0.331  -1.012  0.299  0.000
H  -1.830  -0.978  1.255  0.000
H  -1.061  -3.642  3.657  0.000
H  0.049  -2.820  4.920  0.000
H  0.669  -3.919  3.661  0.000
H  -0.848  -0.684  5.205  0.015
H  -2.246  -1.157  4.060  0.012
F  3.878  -4.840  3.238  0.000
C  4.356  -4.505  2.043  0.000
F  5.545  -3.996  2.148  0.000
C  3.949  -4.807  0.918  0.000
F  1.586  -2.413  0.574  0.000
F  2.977  -5.656  0.706  0.000
F  4.776  -4.768  -0.132  0.000
O  -3.375  1.598  5.670  -0.050

---

Record 3
Below is 2 unconnected molecules or ions with the total composition C3H4F2O2, with properties calculated with ωB97M-V/def2-TZVPD.

Values from the calculation:
- E (eV) = -12700.0035
- relative energy (zero: lowest compared OMol25 entry of this formula, charge and spin) (eV) = 5.0847
- E_HOMO (eV) = -9.68

Each line ends with the Mulliken charge.
Positions of all 11 atoms, in Å:
C  -0.602  -0.015  0.480  0.148
C  0.537  0.736  0.007  -0.199
C  0.083  -0.614  -0.596  0.422
H  -2.674  0.077  0.244  0.366
H  -0.341  -0.561  1.423  0.283
H  0.193  1.698  -0.388  0.357
H  2.288  -0.573  0.279  0.413
O  -1.737  0.776  0.152  -0.550
O  1.789  0.784  0.622  -0.648
F  1.036  -1.601  -0.398  -0.303
F  -0.571  -0.707  -1.823  -0.288

---

Record 4
Below is a molecular structure, H6O15S3Zn, with properties calculated with ωB97M-V/def2-TZVPD.

Values from the calculation:
- charge = -4
- E (eV) = -111727.6716
- relative energy (zero: lowest compared OMol25 entry of this formula, charge and spin) (eV) = 0.0000
- E_HOMO (eV) = 4.50

Each line ends with the Mulliken charge.
Positions of all 25 atoms, in Å:
Zn  14.350  -19.676  -19.642  1.502
S  11.437  -19.607  -21.432  1.000
O  12.518  -19.325  -20.416  -0.549
O  10.774  -20.871  -20.978  -0.807
O  10.448  -18.482  -21.363  -0.829
O  11.957  -19.736  -22.788  -0.695
S  16.725  -21.658  -18.412  1.082
O  16.550  -22.435  -19.653  -0.885
O  15.786  -20.486  -18.451  -0.592
O  16.361  -22.498  -17.228  -0.824
O  18.117  -21.166  -18.231  -0.774
S  16.194  -19.044  -22.515  0.993
O  15.390  -19.325  -21.260  -0.603
O  16.672  -20.338  -23.053  -0.802
O  15.333  -18.381  -23.519  -0.754
O  17.328  -18.166  -22.126  -0.814
O  14.646  -17.693  -18.985  -0.325
H  14.918  -17.020  -19.615  0.272
H  14.592  -17.273  -18.127  0.195
O  13.272  -20.080  -17.794  -0.355
H  12.636  -19.557  -17.304  0.199
H  13.130  -20.998  -17.549  0.254
O  13.928  -21.831  -20.066  -0.505
H  13.327  -22.117  -20.762  0.271
H  14.801  -22.223  -20.242  0.345

---

Record 5
Below is C5H6O in the gas phase, with properties calculated with ωB97M-V/def2-TZVPD.

Values from the calculation:
- E (eV) = -7326.3865
- relative energy (zero: lowest compared OMol25 entry of this formula, charge and spin) (eV) = 2.8980
- E_HOMO (eV) = -8.75

Each line ends with the Mulliken charge.
Positions of all 12 atoms, in Å:
C  -1.412  0.457  -0.198  -1.115
C  -0.119  -0.675  1.426  -0.537
C  -0.042  0.547  0.524  0.415
C  1.084  0.256  -0.431  -0.378
C  1.414  -1.010  -0.230  -0.432
O  0.687  -1.556  0.856  -0.136
H  -2.224  0.749  0.471  0.311
H  -1.606  -0.576  -0.511  0.324
H  -1.412  1.092  -1.087  0.323
H  0.027  1.498  1.063  0.408
H  1.514  0.919  -1.172  0.382
H  2.090  -1.701  -0.711  0.434

---

Record 6
Below is 2 unconnected molecules or ions with the total composition C2H10N2O2, with properties calculated with ωB97M-V/def2-TZVPD.

Values from the calculation:
- E (eV) = -9310.4238
- relative energy (zero: lowest compared OMol25 entry of this formula, charge and spin) (eV) = 1.1456
- E_HOMO (eV) = -9.32
- SMILES = NCO.NCO

Each line ends with the Mulliken charge.
Positions of all 16 atoms, in Å:
N  0.972  1.368  -1.177  -0.525
C  1.258  0.676  -2.394  -0.183
O  0.118  0.018  -2.918  -0.502
H  1.725  1.598  -0.553  0.200
H  0.415  2.184  -1.341  0.192
H  1.560  1.383  -3.181  0.269
H  2.125  0.019  -2.322  0.285
H  -0.611  0.287  -2.332  0.271
N  -1.820  -0.469  1.819  -0.382
C  -0.724  -1.213  2.346  -0.288
O  0.069  -1.782  1.322  -0.525
H  -1.832  0.521  1.985  0.184
H  -2.726  -0.875  1.746  0.191
H  -0.120  -0.566  2.986  0.269
H  -1.105  -1.999  2.995  0.255
H  0.697  -1.149  1.019  0.287

---

Record 7
Below is 2 unconnected molecules or ions with the total composition CH3O4, with properties calculated with ωB97M-V/def2-TZVPD.

Values from the calculation:
- charge = +1
- E (eV) = -9258.3256
- relative energy (zero: lowest compared OMol25 entry of this formula, charge and spin) (eV) = 6.4963
- E_HOMO (spin up / spin down) (eV) = -16.06 / -16.06

Each line ends with the Mulliken charge.
Positions of all 8 atoms, in Å:
C  1.917  0.173  -0.085  0.151
O  -3.194  1.027  -0.125  -0.135
O  1.184  -0.813  -0.141  -0.198
O  -1.850  -0.651  0.041  -0.299
O  -3.030  -0.169  0.027  0.423
H  1.957  0.995  0.720  0.281
H  2.645  0.401  -0.977  0.295
H  0.372  -0.963  0.540  0.481

---

Strongest force on any atom
In order: 0.06288 0.13187 0.12425 0.04042 0.00781 0.03467 0.06330
Unit: Eh/bohr